No. 1
Below is 2 unconnected molecules or ions with the total composition C12H17N in a non-equilibrium geometry, with properties calculated with the ωB97M-V functional and the def2-TZVPD basis.

## Properties
* maximum force: 5.14 eV/A
* ΔE to the lowest compared entry with this formula, charge and spin: 289.95 kJ/mol
* calculated total energy: -14207.3324 eV
* SMILES string: Cc1c[nH]c2ccccc12.CCC
* E_LUMO: 0.0313 hartree
* HOMO energy: -7.8855 eV

XYZ file:
```
30
Properties=species:S:1:pos:R:3:forces:R:3
C -0.02725 -1.27065 3.58826 1.5 0.8 -0.1
C -0.01141 -1.06494 2.10900 -1.3 1.4 -1.5
C 0.34808 0.05416 1.38104 -1.5 -1.3 -0.8
N -0.23873 0.05136 0.07808 0.0 -2.5 -1.0
C -0.80314 -1.25632 -0.15978 1.5 -1.3 3.3
C -0.89704 -2.05878 -1.28826 -1.8 0.8 1.8
C -1.48007 -3.32853 -1.25893 0.3 1.0 0.1
C -1.58759 -3.87213 -0.03714 0.5 -1.6 4.2
C -1.14733 -3.28410 1.28308 -0.9 1.2 -4.9
C -0.79910 -1.93850 1.18807 1.2 0.7 -1.4
H 0.35612 -2.28214 3.75664 -0.6 0.1 0.7
H -0.98291 -0.98229 4.01320 -0.5 -0.9 0.0
H 0.62459 -0.55220 4.12104 0.2 -0.4 -0.5
H 0.85860 0.96435 1.60191 0.3 0.2 0.7
H 0.26738 0.32833 -0.76213 0.1 0.6 0.7
H -0.90628 -1.67217 -2.21359 0.7 1.9 -3.3
H -1.86088 -3.82150 -2.17322 0.6 0.3 0.7
H -1.88278 -4.90612 -0.01624 -0.3 -0.3 0.3
H -1.00878 -3.87969 2.13657 -0.1 -0.6 1.0
C 2.13750 3.28965 -1.40465 3.4 -0.1 -0.7
C 0.98385 2.81776 -2.26616 -0.4 0.9 -0.7
C -0.17331 3.12859 -1.29475 1.2 0.9 -0.8
H 2.68655 2.41470 -0.91445 -0.5 1.4 -0.6
H 1.80629 3.98151 -0.65090 -0.3 -0.1 0.6
H 2.87082 4.01389 -1.93396 -0.7 -1.8 0.4
H 1.02242 3.47024 -3.20937 -0.7 -0.9 1.3
H 0.95639 1.77069 -2.65993 0.5 0.7 0.7
H -0.11780 4.19830 -1.18654 -1.0 0.8 -0.6
H -1.10488 2.73061 -1.55026 -1.6 -0.3 -0.2
H 0.11066 2.95592 -0.27664 0.0 -1.4 0.6
```
Forces are in eV/Å.

=====

No. 2
Below is 2 unconnected molecules or ions with the total composition C12H17N in a non-equilibrium geometry, with properties calculated with the ωB97M-V functional and the def2-TZVPD basis.

## Properties
* maximum force: 4.67 eV/A
* ΔE to the lowest compared entry with this formula, charge and spin: 216.12 kJ/mol
* calculated total energy: -14208.0975 eV
* SMILES string: Cc1c[nH]c2ccccc12.CCC
* E_LUMO: 0.0343 hartree
* HOMO energy: -8.0682 eV

XYZ file:
```
30
Properties=species:S:1:pos:R:3:forces:R:3
C -2.66845 -0.06982 0.52171 -1.6 -0.6 1.3
C -1.60416 0.52175 -0.34272 1.6 0.5 -1.7
C -1.37064 1.77825 -0.89950 2.8 -3.8 0.0
N -0.11046 1.74268 -1.59909 -0.3 0.6 0.5
C 0.45752 0.48496 -1.53771 -1.7 0.5 0.2
C 1.67316 -0.09112 -1.96842 0.7 1.9 0.0
C 1.75252 -1.41890 -1.99604 -1.2 -2.8 0.6
C 0.66096 -2.26098 -1.55429 0.3 1.4 -0.4
C -0.43191 -1.69953 -0.94105 -1.9 -0.3 1.0
C -0.53502 -0.27978 -0.91624 0.2 -1.9 1.0
H -3.63185 -0.04553 -0.00939 0.1 0.2 0.3
H -2.84726 0.35972 1.54729 0.4 0.5 -1.2
H -2.60413 -1.14346 0.86406 0.8 0.9 -1.0
H -1.84867 2.65033 -0.71774 -1.3 2.6 0.2
H 0.28789 2.45147 -2.20486 -0.5 0.1 0.5
H 2.64588 0.38343 -2.16094 -1.0 0.7 -0.2
H 2.66503 -1.89129 -2.33294 0.0 -0.1 0.0
H 0.68091 -3.26577 -1.86823 0.1 -1.3 0.3
H -1.37689 -2.26454 -0.47010 2.5 0.9 -1.4
C -0.23638 1.09436 3.55070 3.1 -1.9 -1.4
C 0.43319 -0.14709 2.71998 0.5 4.2 -1.3
C 1.96735 -0.02177 2.57155 -1.1 1.8 -2.4
H 0.38003 1.99520 3.50423 -0.1 -0.1 -0.2
H -1.14859 1.23275 3.07821 -2.0 0.6 -0.2
H -0.25091 0.73895 4.55074 -0.6 0.1 1.0
H 0.11738 -0.98517 3.24602 -0.5 -1.9 0.4
H 0.05991 -0.06009 1.64077 0.2 -0.7 1.7
H 2.20475 0.93580 1.98146 -0.7 -1.1 0.5
H 2.56746 0.15811 3.42054 0.5 -0.7 1.3
H 2.28337 -0.79054 1.87667 0.6 -0.5 0.4
```
Forces are in eV/Å.

=====

No. 3
Below is 2 unconnected molecules or ions with the total composition C12H17N in a non-equilibrium geometry, with properties calculated with the ωB97M-V functional and the def2-TZVPD basis.

## Properties
* maximum force: 4.88 eV/A
* ΔE to the lowest compared entry with this formula, charge and spin: 210.81 kJ/mol
* calculated total energy: -14208.1526 eV
* SMILES string: Cc1c[nH]c2ccccc12.CCC
* E_LUMO: 0.0323 hartree
* HOMO energy: -7.8105 eV

XYZ file:
```
30
Properties=species:S:1:pos:R:3:forces:R:3
C 2.94189 1.78813 1.24019 0.9 3.6 2.0
C 2.06157 0.78488 0.79403 -0.7 -3.8 -3.0
C 2.35061 -0.58007 0.56600 -0.8 2.3 -0.4
N 1.46356 -1.09705 -0.39259 0.5 0.2 0.0
C 0.62346 -0.04216 -0.75857 -1.0 -1.0 -1.4
C -0.51082 -0.20464 -1.59527 -1.3 0.1 -0.3
C -1.45864 0.81825 -1.72852 2.9 1.0 1.0
C -1.06161 1.98941 -1.04359 -2.1 0.8 -0.5
C 0.00397 2.19268 -0.22308 1.1 -2.4 -0.6
C 0.94677 1.13613 -0.08027 -0.8 -1.1 0.3
H 3.56303 1.53639 2.10277 0.3 -0.2 -0.3
H 2.24251 2.55780 1.64914 0.8 0.1 -0.1
H 3.54146 2.31574 0.42689 -0.6 -0.9 0.9
H 3.15772 -1.13216 1.02401 -0.1 -0.2 -0.3
H 1.73040 -1.81151 -1.09599 -0.3 0.7 1.2
H -0.83414 -1.17138 -1.97286 1.0 -0.1 -0.2
H -2.40068 0.95425 -2.26586 0.5 -1.1 0.0
H -1.82156 2.75998 -1.13261 0.3 0.4 0.3
H 0.09096 3.05365 0.33454 0.2 1.9 1.0
C -1.35367 -2.64924 1.63183 0.1 -0.5 -1.1
C -2.03108 -1.36179 1.03934 -0.5 0.9 1.3
C -2.96407 -1.55370 -0.26149 1.1 -0.5 0.7
H -0.88582 -3.15827 0.71090 -0.6 0.2 1.6
H -2.09337 -3.30869 2.15674 0.5 0.3 -0.8
H -0.53108 -2.49813 2.39584 -0.9 0.4 -1.0
H -2.60142 -0.84151 1.90738 0.6 -0.8 -1.5
H -1.19166 -0.65614 0.81263 -0.9 -0.5 0.0
H -2.29356 -1.46929 -1.15187 -1.2 -0.3 0.9
H -3.43953 -2.55976 -0.29172 0.3 0.6 0.2
H -3.76840 -0.79893 -0.34551 0.6 -0.3 0.2
```
Forces are in eV/Å.

=====

No. 4
Below is a gas-phase ion, C12H17N2O (charge +1) in a non-equilibrium geometry, with properties calculated with the ωB97M-V functional and the def2-TZVPD basis.

## Properties
* maximum force: 4.97 eV/A
* ΔE to the lowest compared entry with this formula, charge and spin: 336.54 kJ/mol
* calculated total energy: -17738.9150 eV
* SMILES string: [H]/N=C(/[C@H](O)c1ccccc1)[NH+]1CCCC1
* E_LUMO: -0.1066 hartree
* total charge: +1
* HOMO energy: -12.3761 eV

XYZ file:
```
32
Properties=species:S:1:pos:R:3:forces:R:3
H 1.41348 -2.76774 -0.67102 3.8 -1.7 0.9
N 0.57377 -2.37685 -0.83174 -4.0 2.9 -0.6
C 0.50171 -1.12417 -0.82726 0.2 -1.3 0.0
C -0.77654 -0.37369 -1.34172 1.2 1.4 0.4
O -0.14307 0.81442 -1.96436 -3.1 -0.4 -0.4
C -2.01755 -0.06100 -0.43989 0.9 -1.4 -0.1
C -2.68179 -1.18656 0.06950 0.5 -1.2 0.9
C -3.70071 -1.07266 1.02342 2.2 0.0 -0.9
C -4.11054 0.18615 1.34188 -2.7 1.9 0.7
C -3.63033 1.33370 0.70102 0.4 -1.3 -0.8
C -2.54001 1.19282 -0.14245 0.3 0.6 -0.2
N 1.76876 -0.24341 -0.67505 -1.0 0.4 0.8
C 3.10895 -0.74935 -0.24275 1.2 -1.5 0.3
C 3.68232 0.37420 0.58194 1.8 -0.4 0.6
C 2.52956 0.87503 1.36017 -2.3 0.0 1.0
C 1.51819 0.99209 0.24975 -0.4 1.0 -2.3
H -1.13342 -1.03912 -2.10445 -0.1 -0.3 -0.5
H -0.94807 1.22620 -2.40425 1.7 -0.2 0.5
H -2.37969 -2.26849 -0.03948 0.2 1.5 -0.6
H -3.86460 -2.00877 1.51696 -1.2 0.0 0.4
H -5.00931 0.36421 1.96156 0.7 -0.4 0.0
H -4.11378 2.29609 0.66025 -0.2 0.0 0.8
H -2.18945 2.13238 -0.55877 0.5 -0.3 -0.3
H 1.83728 0.14109 -1.61189 0.2 0.1 -0.2
H 3.72916 -0.93963 -1.14146 -0.5 -0.4 0.6
H 3.10519 -1.61931 0.48871 -0.7 0.6 -1.5
H 4.12308 1.13295 -0.05512 -0.1 0.4 -0.1
H 4.49753 0.04307 1.24531 -0.2 -0.2 -0.4
H 2.01099 0.12481 2.02719 1.3 0.4 -0.2
H 2.73994 1.78196 1.95978 -0.4 -0.4 -0.6
H 0.45970 1.00722 0.33541 -0.8 -0.1 1.3
H 1.63926 1.81237 -0.47120 0.6 0.2 0.6
```
Forces are in eV/Å.

=====

No. 5
Below is C12H17N5O in the gas phase in a non-equilibrium geometry, with properties calculated with the ωB97M-V functional and the def2-TZVPD basis.

## Properties
* maximum force: 4.20 eV/A
* ΔE to the lowest compared entry with this formula, charge and spin: 176.83 kJ/mol
* calculated total energy: -22216.4328 eV
* SMILES string: CN1C(=O)Cc2cnc(N3CCCNCC3)nc21
* E_LUMO: 0.0236 hartree
* HOMO energy: -8.0095 eV

XYZ file:
```
35
Properties=species:S:1:pos:R:3:forces:R:3
C 3.26722 2.06065 -0.69457 0.1 -0.1 0.1
N 2.44758 1.58595 -1.80838 -2.6 -0.6 0.0
C 2.63542 1.61461 -3.14579 2.7 2.3 -2.2
O 3.66395 2.07166 -3.65124 -1.1 -1.0 0.3
C 1.34388 1.28720 -3.92169 -0.6 1.5 0.1
C 0.38862 0.96030 -2.83841 1.3 -0.9 0.2
C -0.85723 0.35936 -2.75894 1.3 1.8 0.9
N -1.34246 0.14630 -1.54859 -1.1 -1.5 0.7
C -0.53355 0.23692 -0.48048 -3.0 0.3 2.1
N -1.04493 0.03228 0.84790 -0.8 -0.4 -1.2
C -0.03094 0.10998 1.96401 -1.8 -0.1 1.9
C -0.39839 -0.80893 3.26003 -2.7 0.8 -1.9
C -0.69729 -2.31160 2.89768 -2.2 1.7 1.5
N -2.07249 -2.56898 2.35879 -0.5 1.2 -0.1
C -2.63901 -1.96200 1.11375 0.7 1.4 -0.9
C -2.53243 -0.35675 1.02096 1.6 -2.1 -1.5
N 0.67812 0.69138 -0.48888 2.6 1.1 -0.4
C 1.12466 1.10461 -1.65995 -0.4 -0.9 1.6
H 2.91432 3.04817 -0.27759 -0.1 -1.3 -0.3
H 3.22806 1.20148 0.01101 0.2 1.1 0.1
H 4.29868 2.27684 -1.00641 -0.4 -0.5 -0.3
H 1.41875 0.52016 -4.68503 0.3 0.2 -0.2
H 0.97867 2.28256 -4.30374 0.8 -0.9 -0.4
H -1.46920 0.27696 -3.64465 -0.3 -0.4 0.1
H 0.10103 1.19958 2.28617 -0.1 -1.4 -0.4
H 0.91528 -0.29294 1.67162 0.5 0.1 -0.8
H -1.34380 -0.37271 3.72106 1.0 -0.6 -0.4
H 0.35195 -0.73944 4.02679 0.6 0.1 0.0
H -0.57742 -2.88359 3.81928 -0.8 0.1 0.4
H 0.10938 -2.71834 2.41458 2.0 -0.8 -2.5
H -2.32834 -3.53653 2.38705 0.2 -0.3 0.1
H -2.15004 -2.33915 0.22740 0.8 0.0 -0.4
H -3.67974 -2.21717 0.79976 0.3 -0.1 1.6
H -3.19466 0.04304 0.17839 1.5 -0.7 0.9
H -2.97364 -0.00181 1.90813 0.1 0.9 1.3
```
Forces are in eV/Å.

=====

No. 6
Below is a molecular structure, C12H17N5OPbS4 in a non-equilibrium geometry, with properties calculated with the ωB97M-V functional and the def2-TZVPD basis.

## Properties
* maximum force: 2.36 eV/A
* ΔE to the lowest compared entry with this formula, charge and spin: 114.21 kJ/mol
* calculated total energy: -70805.0209 eV
* E_LUMO: -0.0165 hartree
* HOMO energy: -7.4572 eV

XYZ file:
```
40
Properties=species:S:1:pos:R:3:forces:R:3
Pb -1.06942 -0.81520 -0.11323 0.5 0.2 0.0
N -3.10171 -1.86129 -0.97155 -0.6 -0.1 -0.2
C -4.28022 -1.01979 -1.28707 -1.8 -0.4 -1.1
C -5.06467 -0.48030 -0.03029 -0.1 -1.6 -1.4
C -4.94480 0.98969 0.19498 -0.2 1.1 0.3
C -3.71452 1.49049 0.97184 -1.0 0.3 0.4
N -2.44106 1.35300 0.24607 1.4 1.8 -0.3
H -2.95422 -2.48460 -1.78084 0.2 0.4 0.7
H -3.34411 -2.42961 -0.12971 0.2 0.0 -0.5
H -5.04125 -1.65289 -1.89994 1.3 0.9 1.0
H -4.01335 -0.19499 -1.98957 0.1 -0.5 0.6
H -4.74504 -1.05409 0.85822 -0.3 0.2 -0.3
H -6.13944 -0.75377 -0.26246 1.1 0.4 0.6
H -5.79305 1.24758 0.84200 0.1 0.3 -0.1
H -5.09778 1.57223 -0.74655 0.2 -0.4 0.5
H -3.66111 0.92108 1.92351 0.2 0.4 -0.5
H -3.92848 2.57238 1.19172 0.4 -0.9 0.0
H -1.70690 1.90910 0.79616 -1.2 -1.1 -0.9
H -2.52827 1.92322 -0.63501 0.2 -0.9 0.9
O -3.43846 -3.00776 1.56127 1.1 1.1 0.4
S -2.47094 -2.37160 2.53848 -0.2 -0.2 0.5
N -1.63747 -1.15994 2.29343 -1.2 -0.9 -0.6
S 4.41627 -3.08589 -0.07840 -0.3 0.7 -1.0
C 3.56253 -1.87225 -0.87330 -0.8 -0.2 1.2
S 2.28493 -2.17008 -2.05647 0.3 0.7 0.5
C 1.64469 -0.54778 -1.77390 0.4 0.8 0.9
N 2.32563 0.14573 -0.87244 -0.8 -1.0 -1.7
N 3.44079 -0.54878 -0.48372 0.5 -1.4 -0.3
C 4.50580 0.20110 0.06405 1.5 1.8 -0.4
C 4.25191 1.50040 0.54931 -0.3 -0.7 0.7
C 5.29780 2.32814 0.95440 0.1 -0.1 -0.8
C 6.59961 1.92016 0.72233 0.8 0.3 0.7
C 6.90608 0.64664 0.23324 0.0 0.7 0.0
C 5.86102 -0.17345 -0.15523 -0.5 -1.4 0.6
S 0.20494 0.04599 -2.55445 0.1 -0.2 0.1
H 3.22413 1.81995 0.69213 0.2 -0.1 -0.2
H 5.14602 3.33687 1.34775 -0.3 -0.5 -0.1
H 7.39397 2.61839 1.01524 -0.2 -0.4 -0.2
H 7.97258 0.35423 0.16305 -1.0 0.0 -0.2
H 6.07758 -1.21237 -0.46507 -0.2 0.9 0.0
```
Forces are in eV/Å.

=====

No. 7
Below is a molecular structure, C12H17N7OSW, with properties calculated with the ωB97M-V functional and the def2-TZVPD basis.

## Properties
* maximum force: 0.13 eV/A
* ΔE to the lowest compared entry with this formula, charge and spin: 4.43 kJ/mol
* calculated total energy: -37817.3138 eV
* <S²>: 2.014
* 2S+1: 3
* E_LUMO (alpha / beta): -0.5591 / -0.5561 hartree
* total charge: +4
* HOMO energy (alpha / beta): -22.6671 / -22.7031 eV

XYZ file:
```
39
Properties=species:S:1:pos:R:3:forces:R:3
W 0.67376 -0.78134 -0.49043 -0.1 0.0 0.0
C -3.41248 -1.71836 -1.98669 0.0 0.0 0.0
C -2.02237 -1.28412 -1.73950 0.0 0.0 0.0
N -1.30349 -1.57165 -0.68655 0.0 0.0 0.0
N -1.87575 -2.17466 0.42925 0.0 0.0 0.0
C -1.44374 -1.75388 1.62332 0.0 0.0 0.0
N -1.95728 -2.15185 2.74699 0.0 0.0 0.0
S -0.10795 -0.57363 1.65861 0.0 0.0 0.0
C -1.32732 -0.35480 -2.65493 0.0 0.0 0.0
C -1.84918 0.10639 -3.83282 0.0 0.0 0.0
C -1.16525 1.11735 -4.54077 0.0 0.0 0.0
C 0.00521 1.63692 -4.02634 0.0 0.0 0.0
C 0.49612 1.13014 -2.82864 0.0 0.0 0.0
N -0.14063 0.14465 -2.16132 0.0 0.0 0.0
H -3.73663 -2.56362 -1.38509 0.0 0.0 0.0
H -3.53974 -1.99548 -3.03529 0.0 0.0 0.0
H -4.09311 -0.87659 -1.80103 0.0 0.0 0.0
H -2.66436 -2.80413 0.31532 0.0 0.0 0.0
H -2.74981 -2.78807 2.80868 0.0 0.0 0.0
H -1.59651 -1.81823 3.63761 0.0 0.0 0.0
H -2.78469 -0.27802 -4.21763 0.0 0.0 0.0
H -1.57284 1.49159 -5.47339 0.0 0.0 0.0
H 0.54209 2.43178 -4.52897 0.0 0.0 0.0
H 1.40787 1.51725 -2.38759 0.0 0.0 0.0
C 5.76480 -3.40543 -0.46948 0.0 0.0 0.0
N 4.56182 -2.54484 -0.47586 0.0 0.0 0.0
C 4.62036 -1.08995 -0.31996 0.0 0.0 0.0
C 3.17696 -0.76827 -0.42433 0.1 0.0 0.0
O 2.51074 0.29731 -0.36803 0.0 0.0 0.0
N 2.42558 -1.88906 -0.59615 0.0 0.0 0.0
C 3.32748 -2.97729 -0.61864 0.0 0.0 0.0
N 2.95740 -4.22462 -0.76184 0.0 0.0 0.0
H 6.64290 -2.76553 -0.48994 0.0 0.0 0.0
H 5.77585 -4.03221 -1.36122 0.0 0.0 0.0
H 5.78882 -4.01066 0.43668 0.0 0.0 0.0
H 5.20849 -0.60211 -1.10599 0.0 0.0 0.0
H 5.03291 -0.77997 0.64798 0.0 0.0 0.0
H 1.99825 -4.48750 -0.92517 0.0 0.0 0.0
H 3.64072 -4.97382 -0.76602 0.0 0.0 0.0
```
Forces are in eV/Å.